Density functional theory data (wB97M-V/def2-TZVPD) for 13 unconnected molecules or ions with the total composition C55H91N5O29 at a distorted geometry.

HOMO level, Eh: -0.327
2S+1: 1

Cartesian coordinates (Å):
C 2.474 -3.706 -1.369
O 2.293 -3.616 -0.033
C 3.164 -4.300 0.936
C 2.937 -5.777 1.188
O 3.211 -6.478 0.024
C 2.661 -7.833 -0.006
H 3.355 -3.211 -1.778
H 1.583 -3.470 -1.951
H 2.618 -4.750 -1.648
H 2.909 -3.924 1.927
H 4.173 -4.033 0.622
H 1.915 -5.942 1.527
H 3.639 -6.145 1.936
H 1.614 -7.721 0.277
H 3.325 -8.408 0.639
H 2.617 -8.324 -0.978
C -5.339 -1.016 4.668
O -5.010 -2.390 4.854
C -3.920 -2.740 3.952
C -3.900 -4.316 3.820
O -5.005 -4.797 3.001
C -6.340 -4.290 2.991
H -4.658 -0.235 5.007
H -6.150 -0.875 5.383
H -5.688 -0.907 3.641
H -2.995 -2.312 4.338
H -3.993 -2.201 3.007
H -3.975 -4.729 4.826
H -3.008 -4.781 3.402
H -6.851 -5.005 2.345
H -6.313 -3.408 2.352
H -6.748 -4.194 3.997
C -1.240 -1.742 1.147
O -1.108 -0.917 -0.021
C 0.175 -1.275 -0.523
C 0.528 -0.347 -1.732
O 0.652 1.050 -1.472
C -0.371 1.886 -1.121
H -0.609 -1.462 1.991
H -1.235 -2.831 1.114
H -2.269 -1.579 1.466
H 0.158 -2.294 -0.910
H 0.919 -1.121 0.258
H -0.126 -0.483 -2.593
H 1.529 -0.611 -2.071
H -1.121 1.406 -0.493
H -0.765 2.241 -2.073
H 0.121 2.641 -0.508
C 1.856 0.506 2.860
O 2.968 -0.268 3.183
C 3.887 -0.718 2.135
C 4.809 0.494 1.786
O 5.761 0.781 2.775
C 5.235 1.626 3.834
H 2.154 1.454 2.412
H 1.237 0.646 3.746
H 1.297 -0.151 2.193
H 3.348 -1.147 1.290
H 4.449 -1.509 2.631
H 4.157 1.337 1.553
H 5.362 0.312 0.865
H 5.938 1.614 4.667
H 4.225 1.360 4.145
H 5.130 2.625 3.412
C 2.366 -3.574 5.768
O 3.252 -4.115 5.154
N 1.028 -3.565 5.412
C 0.093 -2.795 6.275
C 0.461 -4.099 4.190
H 2.519 -3.142 6.769
H 0.428 -2.426 7.245
H -0.836 -3.317 6.506
H -0.231 -1.869 5.800
H -0.128 -4.938 4.560
H -0.283 -3.436 3.748
H 1.310 -4.338 3.549
C -0.230 6.134 -1.520
O -0.950 5.742 -2.534
N -0.484 7.385 -1.064
C 0.256 7.970 0.011
C -1.299 8.345 -1.809
H 0.475 5.523 -0.934
H 0.728 7.294 0.724
H -0.285 8.753 0.542
H 1.189 8.385 -0.372
H -1.612 9.194 -1.202
H -0.697 8.929 -2.506
H -2.160 7.920 -2.326
C -1.039 -8.022 -1.228
O -1.577 -8.945 -0.750
N -0.770 -6.890 -0.501
C -1.641 -6.637 0.604
C -0.004 -5.732 -0.978
H -0.597 -8.041 -2.236
H -1.039 -6.795 1.499
H -2.567 -7.191 0.759
H -1.885 -5.596 0.819
H 0.967 -6.026 -1.376
H -0.308 -5.149 -1.847
H 0.068 -5.039 -0.140
C 0.010 4.469 -5.211
O 0.622 5.575 -5.369
N -0.383 3.669 -6.235
C -0.922 2.351 -5.976
C 0.021 3.980 -7.570
H -0.277 3.923 -4.299
H -0.742 1.989 -4.964
H -0.587 1.665 -6.754
H -2.010 2.337 -6.048
H 0.248 5.046 -7.556
H 0.862 3.414 -7.970
H -0.758 3.817 -8.315
C -1.643 0.735 3.882
O -1.225 -0.219 4.526
N -2.156 1.907 4.437
C -2.715 2.901 3.478
C -2.162 2.281 5.852
H -1.715 0.670 2.786
H -2.023 3.691 3.186
H -3.459 3.527 3.971
H -3.157 2.560 2.542
H -1.162 2.618 6.125
H -2.870 3.105 5.942
H -2.423 1.478 6.541
C -4.019 -0.988 -1.071
C -3.422 -1.097 -2.228
C -2.941 -2.439 -2.719
O -2.375 -2.659 -3.778
C -3.182 -3.605 -1.812
C -3.804 -3.414 -0.624
C -4.257 -2.104 -0.197
O -4.963 -1.864 0.786
O -4.039 -4.528 0.179
O -3.341 -0.120 -3.191
H -4.400 -0.015 -0.799
H -2.854 -4.564 -2.187
H -4.500 -4.181 0.946
H -3.152 -0.624 -3.986
C 5.974 4.729 0.706
C 6.197 3.877 -0.304
C 5.119 3.230 -1.191
O 5.314 2.611 -2.257
C 3.821 3.350 -0.608
C 3.591 4.139 0.517
C 4.625 5.050 1.187
O 4.420 5.929 2.016
O 2.326 4.160 1.023
O 7.401 3.424 -0.577
H 6.864 5.098 1.195
H 3.023 2.828 -1.115
H 2.236 4.858 1.676
H 8.096 4.068 -0.422
C 3.952 3.201 -5.689
C 3.572 2.165 -4.911
C 4.462 1.015 -4.576
O 4.112 0.097 -3.859
C 5.779 1.099 -5.289
C 6.127 2.186 -5.969
C 5.188 3.279 -6.377
O 5.383 4.204 -7.196
O 7.337 2.335 -6.647
O 2.367 2.177 -4.238
H 3.133 3.885 -5.856
H 6.604 0.464 -5.003
H 7.371 3.201 -7.060
H 2.212 1.361 -3.755
C -6.257 1.974 -1.819
C -5.654 2.427 -0.727
C -4.391 3.245 -0.670
O -3.750 3.656 0.245
C -3.833 3.340 -2.024
C -4.373 2.887 -3.166
C -5.741 2.265 -3.225
O -6.381 2.001 -4.269
O -3.777 3.290 -4.295
O -6.325 2.425 0.467
H -7.191 1.442 -1.709
H -2.887 3.859 -2.054
H -4.465 3.230 -4.962
H -5.873 3.071 1.015

Here are the Mulliken charges for atoms 1 to 99, given in e: number 1, C, carries -1.208; number 2, O, carries 0.695; number 3, C, carries -0.442; number 4, C, carries -0.526; number 5, O, carries -0.376; number 6, C, carries -0.699; number 7, H, carries 0.271; number 8, H, carries 0.341; number 9, H, carries 0.283; number 10, H, carries 0.059; number 11, H, carries 0.454; number 12, H, carries 0.082; number 13, H, carries 0.554; number 14, H, carries 0.255; number 15, H, carries 0.341; number 16, H, carries 0.225; number 17, C, carries -0.549; number 18, O, carries -0.477; number 19, C, carries 0.758; number 20, C, carries -0.600; number 21, O, carries -0.470; number 22, C, carries -0.497; number 23, H, carries 0.115; number 24, H, carries 0.327; number 25, H, carries 0.256; number 26, H, carries 0.335; number 27, H, carries -0.175; number 28, H, carries 0.451; number 29, H, carries 0.000; number 30, H, carries 0.293; number 31, H, carries 0.097; number 32, H, carries 0.290; number 33, C, carries -0.081; number 34, O, carries 0.652; number 35, C, carries 1.070; number 36, C, carries -1.448; number 37, O, carries -0.003; number 38, C, carries 0.184; number 39, H, carries 0.107; number 40, H, carries -0.487; number 41, H, carries 0.044; number 42, H, carries -0.287; number 43, H, carries -0.631; number 44, H, carries 0.334; number 45, H, carries 0.527; number 46, H, carries 0.176; number 47, H, carries -0.292; number 48, H, carries 0.018; number 49, C, carries 0.062; number 50, O, carries -0.467; number 51, C, carries 0.100; number 52, C, carries 0.180; number 53, O, carries -0.486; number 54, C, carries -0.395; number 55, H, carries 0.058; number 56, H, carries 0.093; number 57, H, carries -0.094; number 58, H, carries -0.218; number 59, H, carries 0.245; number 60, H, carries -0.325; number 61, H, carries 0.485; number 62, H, carries 0.334; number 63, H, carries 0.143; number 64, H, carries 0.093; number 65, C, carries 0.114; number 66, O, carries -0.562; number 67, N, carries 0.194; number 68, C, carries -1.050; number 69, C, carries -0.171; number 70, H, carries 0.290; number 71, H, carries 0.359; number 72, H, carries 0.349; number 73, H, carries 0.375; number 74, H, carries 0.355; number 75, H, carries -0.091; number 76, H, carries -0.139; number 77, C, carries 0.407; number 78, O, carries -0.680; number 79, N, carries 0.180; number 80, C, carries -0.958; number 81, C, carries -0.966; number 82, H, carries 0.116; number 83, H, carries 0.246; number 84, H, carries 0.299; number 85, H, carries 0.402; number 86, H, carries 0.346; number 87, H, carries 0.366; number 88, H, carries 0.256; number 89, C, carries -0.063; number 90, O, carries -0.527; number 91, N, carries 0.463; number 92, C, carries -1.021; number 93, C, carries -1.209; number 94, H, carries 0.403; number 95, H, carries 0.401; number 96, H, carries 0.424; number 97, H, carries 0.066; number 98, H, carries 0.588; number 99, H, carries 0.306